The following is a quantum chemistry calculation of a cluster of 3 separate species, C6H14O in total, from the OMol25 dataset.

```
21
Properties=species:S:1:pos:R:3:forces:R:3:nbo_charge:R:1
C -1.753 0.139 0.639 -1.66 -0.71 -0.09 0.3205
O -2.932 -0.191 0.741 0.39 0.17 0.16 -0.5615
C -0.892 -0.221 -0.437 2.38 1.00 2.34 -0.3239
C 0.495 0.180 -0.219 -1.15 -3.82 -4.41 -0.0357
C 1.096 0.570 -1.632 0.18 -0.95 0.85 -0.6479
C 1.387 -0.925 0.536 -0.56 2.71 -0.04 -0.3768
C 2.740 -0.248 0.832 -0.43 -1.60 0.07 -0.6276
H -1.186 -0.815 -1.281 -0.43 0.74 -0.75 0.2334
H -1.347 0.895 1.350 0.06 -0.23 -0.01 0.1020
H -4.414 1.258 -2.186 -0.01 0.02 -0.04 -0.0131
H 0.780 1.879 0.943 -0.31 -0.51 -0.31 0.1018
H -4.019 1.328 -1.562 0.01 -0.04 0.05 0.0121
H 0.431 1.147 0.490 0.51 2.41 1.73 0.0459
H 1.081 -0.370 -2.192 0.00 0.09 -0.14 0.2220
H 2.137 0.896 -1.634 -0.19 0.18 0.12 0.2141
H 0.480 1.281 -2.179 -0.04 0.08 0.30 0.2318
H 1.349 -1.617 -0.300 0.69 -0.50 0.20 0.2244
H 0.824 -1.363 1.365 0.26 0.21 0.00 0.2255
H 2.621 0.513 1.606 0.06 0.22 -0.36 0.2190
H 3.065 0.106 -0.138 0.44 0.56 0.32 0.2103
H 3.504 -0.945 1.189 -0.19 -0.02 0.01 0.2240
```
Positions in Å, forces in eV/Å.

Calculated values
DFT total energy   -311.99817 a.u.
Energy relative to the best compared isomer or geometry (same formula, charge and spin)   161.2 kcal/mol
HOMO level   -7.85 eV
Gap between HOMO and LUMO   6.103 eV
Charge   0
E_LUMO   -1.75 eV

The following is a quantum chemistry calculation of the molecule C6H14O, from the OMol25 dataset.

```
21
Properties=species:S:1:pos:R:3:forces:R:3:nbo_charge:R:1
C -3.444 0.084 0.462 -0.04 0.01 0.04 -0.6045
C -2.143 -0.024 -0.334 0.01 -0.04 -0.08 -0.3902
C -0.860 0.164 0.477 0.00 -0.01 0.03 -0.3876
C 0.376 -0.086 -0.387 0.01 -0.01 -0.06 -0.3888
C 1.694 -0.040 0.378 0.01 0.01 0.05 -0.4113
C 2.887 -0.325 -0.517 -0.41 0.00 -0.21 -0.0499
O 4.058 -0.269 0.275 0.31 -0.04 -0.11 -0.7199
H -4.273 -0.360 -0.100 0.08 0.12 0.09 0.2088
H -3.711 1.124 0.679 0.10 -0.13 0.01 0.2030
H -3.373 -0.448 1.418 0.01 0.05 -0.14 0.2015
H -2.096 -1.015 -0.805 -0.01 0.10 0.05 0.1914
H -2.155 0.702 -1.158 0.00 -0.12 0.09 0.1946
H -0.816 1.172 0.913 -0.04 -0.13 -0.09 0.1959
H -0.859 -0.537 1.326 -0.01 0.08 -0.13 0.1930
H 0.397 0.648 -1.206 0.00 -0.09 0.11 0.1938
H 0.272 -1.071 -0.867 0.02 0.13 0.07 0.1921
H 1.834 0.943 0.844 -0.03 -0.11 -0.06 0.2039
H 1.686 -0.778 1.190 -0.01 0.10 -0.10 0.2034
H 2.769 -1.318 -0.983 0.04 0.15 0.11 0.1518
H 2.923 0.415 -1.334 0.03 -0.09 0.16 0.1519
H 4.815 -0.448 -0.295 -0.06 0.04 0.15 0.4670
```
Positions in Å, forces in eV/Å.

Calculated values
DFT total energy   -312.24142 a.u.
Energy relative to the best compared isomer or geometry (same formula, charge and spin)   8.5 kcal/mol
HOMO level   -10.30 eV
Gap between HOMO and LUMO   11.310 eV
Charge   0
E_LUMO   1.01 eV

The following is a quantum chemistry calculation of a cluster of 3 separate species, C6H14O in total, from the OMol25 dataset.

```
21
Properties=species:S:1:pos:R:3:forces:R:3:nbo_charge:R:1
C 2.431 -1.293 -0.842 0.24 0.52 -0.32 -0.2003
O 1.138 -1.121 -0.510 -0.13 -0.05 0.08 -0.4520
C 0.812 0.047 0.028 0.21 0.34 -0.27 0.1208
C -0.689 0.252 0.227 0.10 0.13 -0.12 -0.1391
C -0.890 1.748 0.478 -0.03 0.13 0.00 -0.5973
C -1.443 -0.182 -1.034 0.00 0.00 -0.08 -0.6029
C -1.241 -0.540 1.438 0.14 -0.01 -0.01 -0.5991
H 2.492 0.166 -1.471 -0.17 -1.18 0.45 0.0443
H 2.539 -2.261 -1.349 0.18 0.58 -0.08 0.1915
H 3.147 -1.126 -0.032 -0.09 0.03 -0.13 0.1630
H 1.813 0.843 -1.152 -0.76 -0.64 0.75 -0.0073
H 1.467 0.388 0.836 -0.12 -0.03 -0.06 0.1708
H -0.329 2.076 1.362 -0.08 -0.04 -0.12 0.2064
H -1.949 1.973 0.649 0.14 -0.04 -0.03 0.2108
H -0.541 2.327 -0.383 -0.07 -0.02 0.12 0.2175
H -1.332 -1.257 -1.213 0.00 0.17 0.04 0.2171
H -1.058 0.349 -1.910 -0.07 -0.05 0.07 0.2152
H -2.513 0.036 -0.934 0.17 -0.01 0.02 0.2076
H -1.123 -1.621 1.304 0.06 0.17 -0.03 0.2137
H -2.317 -0.340 1.561 0.28 0.01 -0.11 0.2116
H -0.749 -0.253 2.375 0.00 -0.03 -0.16 0.2075
```
Positions in Å, forces in eV/Å.

Calculated values
DFT total energy   -312.10009 a.u.
Energy relative to the best compared isomer or geometry (same formula, charge and spin)   97.2 kcal/mol
HOMO level   -8.53 eV
Gap between HOMO and LUMO   9.335 eV
Charge   0
E_LUMO   0.80 eV

The following is a quantum chemistry calculation of the molecule C6H14O, from the OMol25 dataset.

```
21
Properties=species:S:1:pos:R:3:forces:R:3:nbo_charge:R:1
C 2.366 -0.669 1.387 -0.03 1.14 0.28 -0.6593
C 1.933 0.951 1.113 0.79 -1.19 0.97 -0.3719
C 1.044 1.067 -0.148 0.37 -1.52 0.08 -0.4737
C -0.490 1.170 -0.072 0.11 -0.14 0.15 -0.4199
C -1.075 -0.059 -0.757 0.26 -0.01 0.04 -0.0446
O -2.477 -0.048 -0.670 -0.05 0.08 0.01 -0.5395
C -3.047 -1.191 -1.250 -0.19 -0.23 -0.11 -0.2459
H 3.208 -0.666 2.082 -0.08 -0.01 0.12 0.2131
H 2.706 -1.296 0.522 -0.30 1.13 0.21 0.2085
H 1.562 -1.280 1.849 0.15 0.72 -0.16 0.2073
H 1.400 1.261 2.010 0.28 0.23 0.15 0.2066
H 2.863 1.501 0.964 -0.05 0.03 0.38 0.2112
H 1.474 1.542 -1.045 0.01 0.02 0.71 0.2137
H 1.355 0.018 -0.106 -1.69 -0.34 -3.04 0.2498
H -0.930 2.062 -0.547 0.46 -0.14 0.12 0.2122
H -0.837 1.185 0.968 0.08 -0.05 -0.07 0.2044
H -0.753 -0.091 -1.814 -0.07 0.02 0.15 0.1580
H -0.665 -0.965 -0.275 -0.13 0.09 -0.05 0.1532
H -2.792 -1.277 -2.319 -0.03 0.05 0.16 0.1624
H -4.131 -1.105 -1.149 0.14 -0.03 -0.03 0.1927
H -2.714 -2.112 -0.743 -0.03 0.16 -0.06 0.1619
```
Positions in Å, forces in eV/Å.

Calculated values
DFT total energy   -312.15738 a.u.
Energy relative to the best compared isomer or geometry (same formula, charge and spin)   61.3 kcal/mol
HOMO level   -9.72 eV
Gap between HOMO and LUMO   10.819 eV
Charge   0
E_LUMO   1.10 eV

The following is a quantum chemistry calculation of a cluster of 2 separate species, C6H14O in total, from the OMol25 dataset.

```
21
Properties=species:S:1:pos:R:3:forces:R:3:nbo_charge:R:1
C 2.089 -0.962 -1.321 -0.21 0.01 -0.16 -0.6406
C 0.632 -0.612 -1.162 0.43 -0.07 -0.54 -0.2015
C -0.146 -1.026 -0.178 -0.17 0.21 0.01 -0.1715
C -1.622 -0.720 -0.079 -0.02 -0.75 -0.44 -0.4391
C -2.055 0.676 -0.528 0.50 0.26 0.26 -0.3907
C -1.258 1.833 0.070 -0.49 0.54 0.36 -0.6128
H 2.610 -0.943 -0.379 0.23 0.03 0.48 0.2018
H 2.616 -0.297 -2.009 -0.14 -0.01 0.07 0.2112
H 2.186 -1.973 -1.704 0.10 -0.21 -0.20 0.2170
H 0.223 -0.053 -2.001 -0.19 0.13 0.20 0.1864
H 0.285 -1.645 0.606 0.00 0.11 0.04 0.1989
H -2.139 -1.406 -0.762 0.00 -0.15 0.11 0.2129
H -1.971 -1.037 0.909 -0.05 0.58 0.06 0.2099
H -1.980 0.737 -1.615 -0.07 -0.06 -0.07 0.1947
H -3.107 0.818 -0.279 -0.07 -0.06 -0.03 0.2072
H -0.229 1.939 -0.266 -0.03 -0.29 -0.11 0.2077
H -1.260 1.790 1.156 0.18 -0.27 0.25 0.2016
H -1.766 2.779 -0.133 0.04 0.02 -0.28 0.2051
O 1.778 0.376 2.574 0.10 0.04 -0.03 -0.9342
H 2.544 0.041 2.096 -0.06 -0.01 0.03 0.4663
H 1.681 1.282 2.263 -0.06 -0.04 0.00 0.4696
```
Positions in Å, forces in eV/Å.

Calculated values
DFT total energy   -312.21565 a.u.
Energy relative to the best compared isomer or geometry (same formula, charge and spin)   24.7 kcal/mol
HOMO level   -9.02 eV
Gap between HOMO and LUMO   9.878 eV
Charge   0
E_LUMO   0.86 eV

The following is a quantum chemistry calculation of the molecule C6H14O, from the OMol25 dataset.

```
21
Properties=species:S:1:pos:R:3:forces:R:3:nbo_charge:R:1
C 0.823 3.244 -0.091 0.01 0.12 -0.06 -0.6015
C 0.435 2.154 0.905 0.02 -0.13 0.07 -0.3932
C -0.324 1.008 0.221 -0.02 -0.02 0.06 -0.3950
C -0.084 -0.392 0.799 0.03 0.01 -0.04 -0.4116
C -0.432 -1.418 -0.263 -0.06 0.29 -0.09 -0.0495
O -0.205 -2.725 0.195 0.02 0.00 0.07 -0.5343
C -0.402 -3.648 -0.843 -0.04 -0.26 -0.19 -0.2466
H 1.275 4.108 0.405 -0.07 -0.10 -0.06 0.2089
H -0.046 3.595 -0.661 0.11 -0.04 0.13 0.2012
H 1.552 2.859 -0.817 -0.14 0.05 0.13 0.2005
H 1.349 1.755 1.367 -0.15 0.07 -0.05 0.1946
H -0.167 2.574 1.719 0.11 -0.05 -0.11 0.1986
H -1.402 1.220 0.213 0.18 0.00 -0.04 0.2013
H -0.018 0.982 -0.833 0.01 0.03 0.04 0.1899
H -0.670 -0.576 1.708 0.07 0.08 -0.15 0.2074
H 0.973 -0.515 1.067 -0.14 0.03 -0.05 0.2014
H -1.486 -1.300 -0.578 0.13 -0.04 0.06 0.1567
H 0.189 -1.224 -1.157 -0.08 -0.05 0.11 0.1535
H -1.439 -3.614 -1.217 0.15 -0.04 0.07 0.1624
H -0.191 -4.645 -0.450 -0.05 0.11 -0.06 0.1934
H 0.271 -3.442 -1.691 -0.09 -0.07 0.14 0.1618
```
Positions in Å, forces in eV/Å.

Calculated values
DFT total energy   -312.22404 a.u.
Energy relative to the best compared isomer or geometry (same formula, charge and spin)   19.5 kcal/mol
HOMO level   -9.82 eV
Gap between HOMO and LUMO   10.958 eV
Charge   0
E_LUMO   1.14 eV

The following is a quantum chemistry calculation of a cluster of 3 separate species, C6H14O in total, from the OMol25 dataset.

```
21
Properties=species:S:1:pos:R:3:forces:R:3:nbo_charge:R:1
C -2.698 0.016 1.041 -0.15 -0.19 -0.14 -0.1984
O -1.463 0.417 0.719 0.11 0.01 -0.05 -0.4242
C -0.593 -0.482 0.301 -0.07 -0.12 -0.09 0.1261
C 0.734 0.075 -0.185 -0.05 -0.04 -0.09 -0.1413
C 1.439 -1.048 -0.951 0.03 -0.07 -0.06 -0.5966
C 0.489 1.275 -1.107 -0.03 0.04 -0.05 -0.6021
C 1.634 0.521 0.991 -0.05 -0.03 0.06 -0.5985
H -2.724 -0.899 -0.357 0.21 0.40 0.50 0.0235
H -3.317 0.878 1.292 -0.03 -0.31 -0.22 0.1880
H -2.761 -0.834 1.723 0.01 0.06 -0.14 0.1633
H -1.917 -1.147 -0.730 0.38 0.36 0.45 -0.0188
H -0.576 -1.423 0.859 0.02 0.11 -0.09 0.1723
H 1.599 -1.922 -0.308 -0.02 0.12 -0.10 0.2065
H 2.418 -0.713 -1.312 -0.15 -0.03 0.06 0.2112
H 0.837 -1.361 -1.811 0.10 0.02 0.09 0.2174
H 0.000 2.093 -0.569 0.08 -0.13 -0.08 0.2168
H -0.155 0.989 -1.946 0.09 0.04 0.09 0.2156
H 1.439 1.649 -1.507 -0.13 -0.08 0.07 0.2076
H 1.169 1.328 1.570 0.00 -0.14 -0.10 0.2133
H 2.594 0.897 0.610 -0.23 -0.10 0.02 0.2108
H 1.854 -0.308 1.674 -0.09 0.09 -0.12 0.2076
```
Positions in Å, forces in eV/Å.

Calculated values
DFT total energy   -312.09625 a.u.
Energy relative to the best compared isomer or geometry (same formula, charge and spin)   99.6 kcal/mol
HOMO level   -8.13 eV
Gap between HOMO and LUMO   8.913 eV
Charge   0
E_LUMO   0.78 eV

The following is a quantum chemistry calculation of a structure of composition C6H14O, from the OMol25 dataset.

```
21
Properties=species:S:1:pos:R:3:forces:R:3:nbo_charge:R:1
C -2.307 -0.509 0.246 0.22 -3.13 1.95 -0.4808
O 0.761 1.909 -0.740 -1.10 0.06 -0.05 -1.1094
C -2.279 0.862 -0.282 -0.36 -0.82 -0.78 -0.4527
C -0.896 -0.275 0.712 -0.19 -2.88 0.18 0.0984
C 0.342 -0.955 0.192 0.26 0.62 -0.66 -0.4708
C 1.600 -0.192 0.520 -0.37 1.82 -0.63 -0.5145
C 2.737 -0.415 -0.470 -0.49 -0.73 0.15 -0.5934
H -2.873 -0.691 1.160 -0.59 0.42 -0.27 0.2222
H -2.454 -1.410 -0.347 0.09 0.39 -0.59 0.2319
H -0.148 2.231 -0.764 0.21 0.43 -0.12 0.3949
H -3.077 1.473 0.119 0.75 0.79 0.39 0.2541
H -2.184 0.903 -1.362 0.22 0.10 0.01 0.2631
H -0.763 -0.108 1.780 -0.43 1.30 -0.14 0.2351
H -1.118 0.922 0.020 0.62 2.68 -0.12 0.2679
H 0.259 -1.039 -0.895 0.06 -0.07 -0.05 0.2380
H 0.390 -1.993 0.557 -0.78 0.06 0.42 0.2732
H 1.103 0.837 0.244 1.59 -0.41 0.03 0.3396
H 1.925 -0.068 1.554 -0.19 -0.77 0.19 0.1941
H 3.400 0.433 -0.623 0.01 0.07 0.42 0.2263
H 3.289 -1.311 -0.171 0.38 0.10 -0.27 0.1826
H 2.295 -0.603 -1.450 0.08 -0.04 -0.06 0.2001
```
Positions in Å, forces in eV/Å.

Calculated values
DFT total energy   -311.98105 a.u.
Energy relative to the best compared isomer or geometry (same formula, charge and spin)   171.9 kcal/mol
HOMO level   -6.99 eV
Gap between HOMO and LUMO   5.385 eV
Charge   0
E_LUMO   -1.60 eV

The following is a quantum chemistry calculation of a cluster of 2 separate species, C6H14O2 in total, from the OMol25 dataset.

```
22
Properties=species:S:1:pos:R:3:forces:R:3:nbo_charge:R:1
C 2.533 1.529 -0.501 2.12 -1.00 -2.87 -0.6365
C 1.755 0.955 0.601 -1.10 0.72 -0.83 -0.2071
C 0.903 -0.009 0.317 -2.05 -1.30 0.87 -0.1696
C -0.138 -0.423 1.325 -0.31 -1.08 0.09 -0.4358
C -1.577 -0.591 0.767 -2.84 1.81 -1.47 -0.4442
C -1.724 -1.977 0.202 -0.69 -0.95 0.92 -0.0769
O -1.886 -2.877 1.289 -0.24 -0.90 0.62 -0.7319
H 2.856 0.808 -1.418 -0.99 1.08 2.39 0.2036
H 2.061 2.352 -1.058 -0.06 0.06 0.68 0.2203
H 3.468 1.844 -0.089 0.81 0.71 -0.14 0.2099
H 1.690 1.566 1.547 0.04 -0.98 -0.99 0.2088
H 0.788 -0.680 -0.564 0.93 1.15 0.08 0.1975
H 0.231 -1.460 1.621 -0.63 1.25 0.51 0.1898
H -0.135 0.315 2.110 0.11 -0.22 0.74 0.2177
H -2.593 -0.375 1.374 2.83 -0.70 -0.19 0.2370
H -1.851 0.177 -0.039 1.11 -0.79 0.59 0.2082
H -2.554 -2.269 -0.449 -0.31 0.93 0.14 0.1935
H -0.882 -2.300 -0.354 1.37 0.01 -0.72 0.1517
H -1.197 -2.789 1.963 -0.13 0.20 -0.44 0.4626
O -0.824 2.341 -2.874 -0.80 2.03 -0.32 -0.9339
H 0.049 2.375 -3.226 0.96 -0.15 -0.34 0.4681
H -0.975 1.488 -2.545 -0.14 -1.89 0.68 0.4671
```
Positions in Å, forces in eV/Å.

Calculated values
DFT total energy   -387.39886 a.u.
Energy relative to the best compared isomer or geometry (same formula, charge and spin)   68.2 kcal/mol
HOMO level   -9.48 eV
Gap between HOMO and LUMO   10.208 eV
Charge   0
E_LUMO   0.73 eV

The following is a quantum chemistry calculation of a cluster of 2 separate species, C6H14O2 in total, from the OMol25 dataset.

```
22
Properties=species:S:1:pos:R:3:forces:R:3:nbo_charge:R:1
C 1.573 -0.507 2.139 -0.96 -0.24 -0.35 -0.6080
C 0.885 -0.849 0.779 0.23 -0.69 -0.09 -0.4296
C -0.582 -0.480 0.898 -1.50 -0.14 -1.42 -0.4097
C -0.957 0.993 0.520 -2.93 -0.33 0.37 -0.3922
C -0.729 1.426 -0.947 0.49 0.65 0.82 -0.5396
C -1.546 0.469 -1.828 0.67 1.88 0.67 0.4778
O -1.060 -0.424 -2.481 -1.68 0.51 0.14 -0.5436
H 2.627 -0.610 1.985 0.75 -0.22 0.41 0.2118
H 1.189 -1.191 2.998 0.69 1.27 -1.54 0.2041
H 1.387 0.560 2.357 0.00 -0.48 0.29 0.1948
H 1.005 -1.955 0.616 -0.24 0.94 0.06 0.2076
H 1.298 -0.398 -0.174 0.05 -0.37 1.63 0.2398
H -0.887 -0.592 1.915 -0.21 -0.11 0.88 0.2069
H -1.281 -1.217 0.356 1.08 1.14 0.34 0.2022
H -0.608 1.739 1.220 0.95 0.08 0.05 0.2203
H -2.085 1.132 0.743 1.32 -0.56 -0.45 0.1942
H -0.936 2.560 -1.044 -0.18 -1.95 -0.17 0.2385
H 0.343 1.315 -1.055 0.24 -0.05 -0.75 0.2236
H -2.624 0.765 -1.724 0.14 -0.98 -0.54 0.1206
O 1.411 -0.842 -2.246 0.20 -2.35 -1.48 -0.9529
H 0.633 -0.310 -2.285 -0.66 1.20 0.22 0.4669
H 0.944 -1.584 -2.741 1.54 0.76 0.89 0.4665
```
Positions in Å, forces in eV/Å.

Calculated values
DFT total energy   -387.43474 a.u.
Energy relative to the best compared isomer or geometry (same formula, charge and spin)   45.7 kcal/mol
HOMO level   -10.38 eV
Gap between HOMO and LUMO   11.023 eV
Charge   0
E_LUMO   0.64 eV